132
Properties=species:S:1:pos:R:3:forces:R:3:mulliken_charge:R:1 method="wB97M-V/def2-TZVPD" max_force_ev_per_a=1.58 orbital_gap_ev=6.08 lumo_ev=-2.9 total_charge=+1 de_lowest_ev=2.145 e_homo_ev=-8.97
H 1.538875 -2.337712 5.912368 0.09 -0.02 0.08 0.51
C 1.122444 -1.116404 4.200798 -0.35 0.40 -0.54 -0.87
C 0.928020 -3.545515 2.806298 0.01 0.45 0.12 0.45
H 0.007378 -7.993345 3.926534 0.06 -0.07 0.09 0.47
C -4.191083 1.437102 2.459719 0.30 -0.07 -0.13 -0.99
C -0.671421 2.431180 -2.067669 -0.08 -0.03 0.07 0.52
C 3.047521 6.855668 1.959749 -0.09 0.06 -0.54 -0.70
H -4.354334 -8.766501 2.396781 0.04 0.03 0.00 0.38
H 4.458968 6.052917 -0.105921 0.16 0.02 -0.03 0.43
H -3.356302 -4.538175 2.945681 -0.17 0.08 -0.03 0.55
C -0.745260 2.158425 -4.445459 0.08 0.10 -0.02 -1.23
H 1.870619 4.620716 0.465141 0.22 -0.08 0.08 0.46
H 4.282379 0.091576 4.705635 0.06 -0.02 0.07 0.43
H -0.849333 4.673774 1.585075 0.01 0.03 0.06 0.36
H 4.895784 -1.296161 2.761703 0.10 -0.12 0.01 0.46
C 0.630426 -2.312131 2.169498 0.28 -0.50 0.60 0.62
C -0.372841 -1.466285 -3.828977 -0.30 -0.27 0.35 0.18
N 1.774291 2.876935 -0.701918 -0.31 -0.68 0.58 0.85
C -0.400467 5.356047 -1.696227 0.01 -0.04 0.03 -0.61
H 1.232156 -0.186035 4.733441 -0.02 0.11 0.07 0.56
H 4.162512 -0.634583 0.488549 0.04 -0.10 0.08 0.58
C -1.251776 6.557496 0.652700 -0.11 0.11 0.09 -0.99
H 5.371698 1.874937 0.242828 0.00 0.01 0.06 0.44
C -4.816640 -1.177606 1.094553 0.16 0.03 -0.05 -0.41
C -1.990712 1.997042 -1.986366 0.14 0.11 0.10 -0.69
H 2.925236 2.123170 4.384306 -0.06 0.03 0.12 0.46
C 3.897424 -0.036912 1.355489 -0.08 0.12 -0.06 -1.01
C -2.804504 -6.585698 2.677478 0.15 0.20 0.01 0.81
C -4.097155 -2.712364 -0.576959 -0.08 0.09 0.19 -0.98
H 1.373805 -5.615197 2.387428 -0.12 -0.02 0.00 0.77
H -5.568458 -0.865239 1.800629 0.03 0.13 0.06 0.55
C -2.046915 1.693389 -4.358146 -0.08 0.00 0.08 -0.86
H -2.565582 1.383148 -5.250716 -0.09 -0.03 -0.12 0.46
N 0.628901 -5.716318 4.898592 0.66 -0.75 0.85 -0.50
C -1.477271 -4.955994 3.860110 0.10 -0.20 0.21 -0.01
H -0.157908 -3.259942 -0.854756 0.19 -0.04 0.04 0.35
C -1.856000 -7.562160 2.969371 -0.47 -0.10 -0.36 -0.46
H -6.772346 -3.307932 -0.471646 0.10 0.05 0.16 0.33
C -0.409241 4.625771 -0.510390 -0.04 -0.33 0.58 0.62
C 0.609748 -4.601073 0.668144 0.18 -0.15 0.35 -1.77
O -4.228323 4.702798 4.191193 0.18 0.32 -0.01 -0.52
C 6.361601 2.244191 -1.612610 0.12 0.09 -0.03 -0.85
C 1.319857 -2.323183 4.854544 -0.17 -0.83 -0.23 -0.64
C 2.521766 4.029030 -0.187111 0.25 0.50 -0.37 -1.51
C 0.732463 -1.061171 2.862487 0.14 -0.36 0.73 0.17
H -4.147379 5.165700 3.348866 -0.09 0.01 0.05 0.30
N 0.253661 -2.267484 0.884729 -0.43 0.46 -0.57 0.36
C 5.264489 1.926778 -0.831213 -0.11 -0.03 0.08 -0.52
C 3.127586 1.112145 1.173570 -0.21 -0.03 -0.18 1.09
H 3.874074 6.916276 -1.540032 0.12 -0.06 0.06 0.54
C -4.705873 3.406125 3.962873 -0.33 -0.22 0.12 -0.75
H 3.799454 4.442993 -1.879464 -0.07 -0.04 -0.08 0.16
C 4.038673 1.667023 -1.431908 -0.14 -0.39 -0.09 0.65
C -0.063105 -1.179062 -5.126086 0.11 0.12 0.32 -0.26
H -1.998643 -8.578550 2.641837 -0.02 -0.14 -0.06 0.47
C -0.499317 -5.926068 4.121753 -1.19 -0.14 -0.84 -0.43
In -0.332838 -0.024761 0.217871 -0.44 -0.73 0.85 2.58
H 7.315089 2.430323 -1.142878 0.09 0.06 0.06 0.45
H 4.021009 7.326539 2.044702 0.11 0.01 0.13 0.33
H -1.580718 7.022637 1.568815 -0.04 0.08 0.12 0.51
C -2.412030 2.897799 3.103384 -0.14 -0.20 -0.08 -1.46
C -1.792734 -2.653137 -5.490090 -0.11 -0.13 0.28 -0.55
H -2.473171 1.962974 -1.011813 -0.08 -0.08 -0.05 0.27
H -2.540381 -3.271330 -5.948201 -0.11 -0.08 -0.18 0.42
O -7.237926 -2.338591 1.309421 -0.09 0.13 0.08 -0.52
C 4.311806 -0.400934 2.620529 0.11 -0.09 0.08 -0.92
C 3.193537 1.513249 3.534939 0.04 0.09 0.10 -0.85
O -3.944611 -6.774344 1.959849 0.10 0.26 0.15 -0.37
C -3.760527 2.560139 3.155444 0.26 0.02 -0.06 0.23
H 7.102204 2.576478 -3.592030 0.09 0.01 -0.06 0.41
C -0.861797 -1.856576 -6.070993 -0.24 -0.21 -0.11 -0.72
H -5.228891 1.142189 2.502088 -0.06 -0.04 -0.05 0.56
C 2.749986 1.868068 2.272555 0.11 0.06 -0.20 0.13
P 2.492834 1.311613 -0.522772 0.48 0.73 0.23 -0.08
H -8.068391 -2.815866 1.401328 0.07 -0.01 -0.01 0.33
H 3.381628 3.676837 0.391127 -0.13 0.06 0.06 1.12
C 3.589521 6.242791 -0.731597 -0.35 0.14 0.11 -1.09
O 0.463669 0.056261 2.259426 -0.41 0.41 -1.07 -0.19
N 1.282138 -4.674948 4.989335 0.97 -0.45 1.01 -0.58
C -1.242872 7.278624 -0.527451 0.00 -0.03 0.08 -0.68
C -0.049510 2.524510 -3.305497 -0.06 0.05 0.17 -0.29
C -6.346400 -3.087962 0.520012 0.06 -0.40 -0.20 -0.50
H 0.633133 -5.469812 0.028554 -0.01 -0.01 -0.08 0.51
C -3.614595 -0.493007 0.935951 -0.34 -0.43 -0.18 0.25
H -1.572035 8.305969 -0.541171 -0.01 0.11 0.02 0.41
H -6.106878 -4.052691 0.999708 0.00 0.17 -0.12 0.24
C -0.837874 5.237217 0.661825 0.07 -0.07 -0.03 -0.10
H 0.718409 -0.491738 -5.397362 0.18 0.15 -0.04 0.44
H -3.597364 -8.472724 0.805353 0.01 0.03 0.06 0.37
S 2.376470 7.149926 0.297560 0.13 0.11 0.00 -0.06
N -2.000958 1.114222 1.600351 0.19 -0.47 -0.45 0.55
H 4.942768 2.069005 -4.671054 -0.03 0.01 -0.09 0.46
C -2.603439 -5.283821 3.145544 -0.11 -0.10 -0.04 -0.70
H -0.271655 2.233182 -5.411758 0.09 -0.02 -0.12 0.48
H 2.988124 1.463104 -3.283487 -0.03 0.03 -0.07 0.14
C 0.202220 -3.363296 0.165484 -0.18 0.04 -0.14 -0.08
P 0.059713 2.843631 -0.446291 0.33 0.36 -1.24 0.53
C -3.269842 0.721165 1.695322 -0.22 0.47 0.39 0.20
C 3.936402 1.704844 -2.818890 -0.09 -0.06 -0.05 -0.14
H 2.356911 7.315291 2.658229 -0.04 0.04 0.13 0.36
C 6.244356 2.318682 -2.990365 0.04 -0.04 0.00 -0.65
C -0.727033 -7.237438 3.694001 0.22 0.63 0.19 -0.40
H -4.239217 -3.569898 -1.214205 -0.01 -0.14 -0.09 0.60
H -1.365903 -3.957721 4.261563 0.01 0.04 -0.08 0.46
H -0.786365 7.240255 -2.615551 -0.02 0.06 -0.12 0.45
Te 0.823138 -0.690358 -2.252580 -0.20 -0.18 -0.17 -0.10
H -2.045871 3.735767 3.677181 0.07 0.03 -0.02 0.70
C -0.806274 6.677103 -1.695737 0.03 0.03 -0.08 -0.78
H 0.973490 2.875869 -3.363538 0.06 -0.05 -0.02 0.67
H -5.283009 -7.984814 1.102320 0.08 -0.07 0.00 0.22
H 2.098343 2.724206 2.138952 0.05 0.05 0.06 0.05
H 2.194061 5.190085 -1.968536 0.00 -0.08 -0.06 0.08
H -5.692896 3.419834 3.482190 0.07 -0.07 0.07 0.39
H -3.698965 1.281900 -3.048138 -0.10 -0.05 -0.05 0.50
H -2.148304 -2.254573 -1.357071 -0.04 -0.08 0.07 -0.47
H -0.745132 -1.751797 -7.133680 -0.02 0.01 -0.23 0.42
C -5.066934 -2.319015 0.341037 0.17 0.21 -0.05 0.12
S -1.683122 -2.602921 -3.774530 0.47 0.34 -0.39 0.00
C -1.573660 2.141643 2.306261 0.11 0.39 0.53 -0.81
C -2.677753 1.623972 -3.125673 -0.09 -0.04 -0.10 -0.59
C 1.158769 -3.545108 4.212326 -0.24 1.33 -0.82 0.20
C -4.294846 -8.077407 1.550225 -0.07 -0.25 -0.07 -0.93
H 3.120203 5.790963 2.156233 0.02 -0.14 0.13 0.07
N -2.680986 -0.916453 0.080786 0.55 0.34 0.19 0.43
C 0.993737 -4.685866 1.985223 0.00 0.02 -0.38 -0.71
H -0.093477 4.896993 -2.624335 -0.01 0.00 0.00 0.41
C 3.021375 4.947078 -1.300940 0.05 0.04 0.28 -0.37
C 3.967848 0.379127 3.713461 0.00 0.12 -0.01 -0.80
C 5.029692 2.037965 -3.595312 0.02 0.04 -0.10 -0.73
H -0.512535 2.345689 2.236761 -0.08 0.06 0.07 1.05
C -2.925395 -1.983520 -0.657351 -0.09 -0.37 -0.24 -0.03
H -4.820335 2.955306 4.954305 -0.08 0.01 -0.11 0.31